(1)
DFT (wB97M-V/def2-TZVPD) results for a 2-piece molecular cluster, C7H8O3 overall at a distorted geometry.

Results
**Orbital gap**: 10.3 eV
**Energy relative to the best compared isomer or geometry (same formula, charge and spin)**: 1.2240 eV
**HOMO energy**: -9.6535 eV

Geometry as ORCA input:
```
! RIJCOSX wB97M-V def2-TZVPD def2/J DEFGRID3
* xyz 0 1
O -3.6024 1.2862 -0.1527
O -1.1029 0.9921 -1.1855
O -0.8460 2.5321 0.5089
C -0.5621 1.4794 -0.0010
C -3.7259 0.5089 0.6465
C 1.2670 0.5694 1.6125
C -0.6562 -0.2978 -1.4705
C 0.4385 0.4896 0.4017
C 1.3420 -1.7188 -0.4338
C 0.4743 -0.5090 -0.5181
H 1.7085 1.5529 1.6847
H 2.1812 -1.6602 -1.2720
H 0.6093 -2.6244 -0.5418
H 1.9855 -0.2692 1.6652
H 1.9634 -1.7723 0.4779
H 0.5607 0.6065 2.4530
H -1.6644 -0.8545 -1.2866
H -0.3703 -0.3111 -2.5884
*
```

=====

(2)
DFT (wB97M-V/def2-TZVPD) results for C7H8O3PS as an isolated structure at a distorted geometry.

Results
**Orbital gap**: 8.6 eV
**Energy relative to the best compared isomer or geometry (same formula, charge and spin)**: 1.6744 eV
**HOMO energy**: -5.1082 eV

Geometry as ORCA input:
```
! RIJCOSX wB97M-V def2-TZVPD def2/J DEFGRID3
* xyz -1 1
S -2.8813 0.9206 0.0845
P -2.0887 -1.7101 0.2422
O -4.0457 0.9501 -0.8101
O -3.1150 0.0340 1.2452
O -2.3347 2.2189 0.3973
C -0.2114 0.2333 -0.2378
C 2.1776 0.5174 -0.4683
C -1.5400 -0.1439 -0.7472
C 0.9674 0.0652 -0.9716
C 2.2426 1.1142 0.7377
C 1.0558 1.3223 1.5335
C -0.1405 0.7436 1.0988
H -3.3579 -2.1189 -0.2255
H 3.2292 1.3699 1.1756
H 3.0963 0.0682 -0.9361
H -1.7146 -0.3734 -1.7453
H 0.8908 -0.3591 -1.9116
H -1.5501 -2.3974 -0.7714
H -0.9240 0.5848 1.7041
H 1.1652 1.6742 2.5639
*
```